A molecular structure, C32H64F2K2O26P, computed with the ωB97M-V functional and the def2-TZVPD basis.

CARTESIAN COORDINATES (ANGSTROEM)
K: 4.39 19.45 20.63
K: 4.86 18.65 15.59
O: 5.38 21.46 19.01
P: 6.25 21.81 17.82
O: 6.43 20.79 16.58
F: 7.77 21.99 18.46
F: 5.81 23.33 17.37
C: 7.99 26.39 15.37
C: 9.12 26.92 16.24
O: 9.08 26.21 17.50
C: 9.84 26.71 18.54
O: 10.59 27.71 18.57
O: 9.63 25.87 19.61
C: 8.72 24.75 19.56
H: 7.94 26.98 14.45
H: 7.04 26.55 15.88
H: 8.13 25.32 15.22
H: 8.95 27.99 16.36
H: 10.14 26.78 15.88
H: 8.83 24.12 20.44
H: 9.02 24.13 18.72
H: 7.70 25.14 19.59
C: 8.98 21.87 13.79
C: 10.05 22.72 14.43
O: 10.82 23.31 13.42
C: 11.53 24.46 13.69
O: 11.60 25.13 14.79
O: 12.38 24.62 12.57
C: 13.23 25.77 12.56
H: 8.21 22.47 13.30
H: 8.36 21.34 14.51
H: 9.40 21.24 13.00
H: 10.71 22.04 14.98
H: 9.71 23.48 15.12
H: 13.80 25.66 11.64
H: 13.84 25.84 13.46
H: 12.48 26.56 12.42
C: 5.25 23.92 21.07
C: 6.06 22.83 21.88
O: 5.47 22.66 23.19
C: 4.33 22.01 23.27
O: 3.71 21.43 22.38
O: 3.85 22.18 24.48
C: 2.56 21.64 24.95
H: 6.00 24.31 20.39
H: 4.88 24.79 21.61
H: 4.45 23.39 20.55
H: 7.11 23.11 22.00
H: 6.18 21.84 21.44
H: 2.57 20.55 24.91
H: 1.70 21.97 24.36
H: 2.40 21.94 25.98
C: 5.06 24.02 14.02
C: 5.09 22.46 13.94
O: 4.80 22.01 12.58
C: 4.77 20.71 12.24
O: 4.92 19.71 12.96
O: 4.43 20.67 10.92
C: 4.15 19.41 10.29
H: 4.13 24.38 13.58
H: 5.92 24.52 13.58
H: 4.97 24.34 15.06
H: 4.32 21.92 14.49
H: 6.04 21.97 14.15
H: 3.30 18.84 10.66
H: 5.00 18.74 10.42
H: 3.91 19.66 9.26
C: 2.08 29.70 22.35
C: 1.70 28.69 21.22
O: 2.81 28.02 20.73
C: 2.94 27.50 19.56
O: 2.02 27.45 18.75
O: 4.12 26.92 19.45
C: 4.51 26.24 18.24
H: 2.21 29.09 23.24
H: 1.32 30.45 22.59
H: 3.01 30.20 22.08
H: 1.27 29.23 20.37
H: 0.91 28.05 21.62
H: 4.16 25.21 18.32
H: 5.59 26.18 18.10
H: 4.23 26.73 17.31
C: 12.45 18.99 23.76
C: 12.88 19.51 22.51
O: 11.91 20.24 21.82
C: 12.08 20.63 20.55
O: 13.01 20.27 19.80
O: 11.01 21.41 20.20
C: 11.01 22.04 18.94
H: 11.63 18.31 23.56
H: 12.03 19.71 24.47
H: 13.31 18.50 24.23
H: 13.19 18.74 21.81
H: 13.72 20.17 22.73
H: 10.01 22.21 18.55
H: 11.50 21.51 18.12
H: 11.36 23.06 19.13
C: 14.17 18.49 16.70
C: 13.13 18.18 15.70
O: 11.93 17.75 16.37
C: 11.04 18.68 16.64
O: 11.04 19.82 16.27
O: 10.11 18.04 17.44
C: 8.92 18.74 17.88
H: 13.84 19.19 17.47
H: 15.06 18.97 16.29
H: 14.54 17.55 17.12
H: 13.27 17.32 15.03
H: 13.08 19.02 15.01
H: 8.36 19.29 17.12
H: 9.27 19.40 18.68
H: 8.22 17.99 18.25
C: 1.07 23.13 18.14
C: 1.78 22.31 19.15
O: 0.93 22.39 20.30
C: 0.70 21.29 21.07
O: 1.24 20.15 20.90
O: -0.27 21.51 21.99
C: -0.67 20.50 22.92
H: 0.87 24.14 18.47
H: 0.20 22.55 17.82
H: 1.70 23.34 17.28
H: 2.78 22.65 19.44
H: 1.89 21.39 18.57
H: -0.74 19.50 22.48
H: -1.59 20.71 23.47
H: 0.14 20.44 23.65

The LUMO energy (spin up / spin down) is -5.2 / -11.6 eV. The net charge is +2. The value obtained for the HOMO energy (spin up / spin down) is -13.428 / -13.428 eV. Its spin multiplicity is 2.

A molecular structure, C19H32CoF9NO3S2Si2Te, computed with the ωB97M-V functional and the def2-TZVPD basis.

CARTESIAN COORDINATES (ANGSTROEM)
Co: -0.01 -0.72 0.07
O: 0.94 0.85 0.79
N: 0.78 2.01 0.04
C: 0.91 3.18 0.81
C: 0.22 4.31 0.49
C: -0.66 4.33 -0.60
C: -0.82 3.13 -1.34
C: -0.15 1.99 -1.02
S: -0.35 0.47 -1.88
H: 1.59 3.09 1.64
H: 0.38 5.19 1.09
H: -1.21 5.22 -0.87
H: -1.48 3.10 -2.20
C: 3.25 1.91 3.42
Si: 4.67 1.93 2.19
C: 5.84 0.55 2.69
C: 5.57 3.57 2.18
C: 4.05 1.57 0.43
Te: 3.21 -0.39 0.33
C: 3.17 -0.44 -1.79
Si: 4.81 -1.04 -2.55
C: 6.31 -0.63 -1.49
C: 4.72 -2.89 -2.75
C: 5.08 -0.22 -4.21
H: 3.59 1.55 4.39
H: 2.45 1.25 3.07
H: 2.81 2.90 3.57
H: 6.22 0.69 3.70
H: 6.70 0.47 2.01
H: 5.32 -0.41 2.67
H: 5.88 3.85 3.19
H: 4.94 4.37 1.78
H: 6.47 3.51 1.56
H: 4.87 1.64 -0.29
H: 3.26 2.25 0.12
H: 2.88 0.56 -2.11
H: 2.36 -1.13 -2.04
H: 6.15 -0.88 -0.44
H: 6.58 0.43 -1.55
H: 7.17 -1.21 -1.84
H: 4.74 -3.40 -1.78
H: 5.56 -3.25 -3.34
H: 3.79 -3.19 -3.26
H: 5.07 0.88 -4.13
H: 4.33 -0.51 -4.95
H: 6.06 -0.52 -4.60
C: -4.20 -2.09 0.99
S: -3.27 -0.83 0.11
C: -3.16 -1.67 -1.47
O: -1.89 -0.87 0.74
H: -3.73 -3.06 0.84
H: -5.23 -2.08 0.63
H: -4.18 -1.82 2.05
H: -4.17 -1.81 -1.86
H: -2.66 -2.63 -1.33
H: -2.58 -1.02 -2.12
F: -0.38 -3.05 2.38
C: -0.27 -3.92 1.37
F: -1.35 -3.76 0.59
F: -0.34 -5.16 1.88
C: 1.04 -3.67 0.57
O: 1.09 -2.43 -0.01
C: 1.16 -4.75 -0.57
F: 1.60 -5.94 -0.14
F: 2.01 -4.32 -1.51
F: -0.03 -4.96 -1.18
C: 2.24 -3.88 1.55
F: 2.24 -2.93 2.51
F: 3.40 -3.76 0.87
F: 2.26 -5.06 2.18

The LUMO energy (spin up / spin down) is 0.3 / -1.4 eV. The value obtained for the HOMO energy (spin up / spin down) is -5.117 / -7.625 eV. Its energy relative to the best compared isomer or geometry (same formula, charge and spin) is 18.75 kJ/mol. Its spin multiplicity is 6.

A single C19H18ClN3O3S molecule, computed with the ωB97M-V functional and the def2-TZVPD basis.

CARTESIAN COORDINATES (ANGSTROEM)
C: 2.31 -3.53 0.25
C: 1.15 -2.77 -0.33
C: 1.35 -1.74 -1.23
C: 0.27 -1.07 -1.77
C: -1.02 -1.42 -1.43
C: -1.24 -2.44 -0.52
O: -2.47 -2.89 -0.10
C: -3.61 -2.15 -0.45
C: -3.50 -0.73 -0.01
N: -2.98 -0.28 1.08
N: -3.01 1.06 1.02
C: -3.54 1.38 -0.13
S: -3.76 2.94 -0.80
C: -2.71 3.91 0.34
C: -1.23 3.67 0.05
O: -0.62 4.38 -0.71
N: -0.74 2.60 0.72
C: 0.53 2.01 0.63
C: 0.73 0.82 1.31
C: 1.96 0.20 1.27
C: 3.02 0.73 0.55
C: 4.36 0.06 0.52
C: 2.79 1.91 -0.14
Cl: 4.06 2.62 -1.07
C: 1.57 2.56 -0.11
O: -3.90 0.28 -0.83
C: -0.15 -3.11 0.02
H: 3.25 -3.03 0.03
H: 2.34 -4.53 -0.17
H: 2.20 -3.63 1.33
H: 2.35 -1.45 -1.51
H: 0.43 -0.26 -2.47
H: -1.84 -0.89 -1.90
H: -4.44 -2.64 0.06
H: -3.79 -2.16 -1.54
H: -2.96 4.95 0.12
H: -3.00 3.65 1.36
H: -1.40 2.07 1.28
H: -0.08 0.38 1.87
H: 2.10 -0.73 1.82
H: 4.35 -0.85 1.11
H: 5.12 0.74 0.91
H: 4.64 -0.18 -0.51
H: 1.42 3.48 -0.66
H: -0.34 -3.91 0.73

The LUMO energy is 0.5 eV. The SMILES is Cc1cccc(OCc2nnc(SCC(=O)Nc3ccc(C)c(Cl)c3)o2)c1. The value obtained for the HOMO energy is -8.334 eV. Its energy relative to the best compared isomer or geometry (same formula, charge and spin) is 71.07 kJ/mol.

A molecular structure, C5H8CsF6NO5S2, computed with the ωB97M-V functional and the def2-TZVPD basis.

CARTESIAN COORDINATES (ANGSTROEM)
Cs: -16.68 -0.30 9.85
C: -16.07 -3.87 9.81
F: -16.88 -3.35 10.74
F: -15.61 -5.06 10.16
F: -16.76 -3.94 8.62
S: -14.50 -2.84 9.66
O: -14.01 -2.69 11.05
O: -13.63 -3.63 8.81
N: -15.15 -1.33 9.04
S: -14.48 -1.29 7.65
O: -13.01 -1.17 7.75
O: -15.00 -2.28 6.67
C: -15.12 0.46 7.00
F: -16.47 0.58 7.03
F: -14.58 1.40 7.74
F: -14.68 0.74 5.78
C: -15.31 2.89 9.11
C: -16.72 2.47 9.54
C: -17.84 3.46 9.29
O: -17.07 1.31 8.82
H: -15.18 2.67 8.05
H: -14.56 2.32 9.65
H: -15.18 3.97 9.19
H: -16.64 2.28 10.61
H: -17.95 3.74 8.25
H: -17.67 4.38 9.85
H: -18.87 3.21 9.55
H: -17.44 1.54 7.97

The LUMO energy is -0.4 eV. The value obtained for the HOMO energy is -9.503 eV.

A molecular structure, C28H30Cl2N7O3PTi, computed with the ωB97M-V functional and the def2-TZVPD basis.

CARTESIAN COORDINATES (ANGSTROEM)
Ti: 0.26 -0.60 -0.19
Cl: -0.53 -6.43 -3.83
C: -0.02 -5.32 -2.60
C: -0.37 -3.99 -2.72
C: 0.02 -3.05 -1.76
N: -0.33 -1.70 -1.86
C: -1.63 -1.40 -2.18
O: -2.10 -1.13 -3.27
C: -2.54 -1.35 -0.96
C: -3.89 -1.63 -1.05
C: -4.65 -1.61 0.11
C: -4.04 -1.29 1.30
C: -2.69 -0.99 1.30
N: -1.95 -1.03 0.20
C: 0.73 -3.49 -0.63
C: 1.08 -4.83 -0.53
C: 0.73 -5.75 -1.51
Cl: 1.20 -7.40 -1.32
N: 1.05 -2.68 0.50
C: 2.07 -1.84 0.50
O: 2.41 -1.08 -0.47
C: 2.86 -1.70 1.78
C: 4.21 -1.36 1.67
C: 4.98 -1.31 2.83
C: 4.37 -1.58 4.04
C: 3.01 -1.88 4.05
N: 2.27 -1.95 2.95
H: -0.92 -3.66 -3.59
H: -4.31 -1.87 -2.02
H: -5.71 -1.85 0.07
H: -4.60 -1.26 2.23
H: -2.18 -0.73 2.22
H: 1.61 -5.16 0.35
H: 4.62 -1.15 0.70
H: 6.03 -1.07 2.77
H: 4.93 -1.56 4.97
H: 2.50 -2.08 4.98
C: -0.42 4.35 -2.90
N: -1.12 3.23 -3.51
C: -2.53 3.30 -3.15
N: -2.77 3.35 -1.71
C: -2.01 4.47 -1.15
N: -0.58 4.43 -1.44
C: 0.07 3.31 -0.77
P: -0.60 1.66 -1.30
C: -0.52 1.95 -3.13
C: -2.40 2.09 -1.07
H: -0.81 5.27 -3.33
H: 0.65 4.28 -3.13
H: -3.05 2.44 -3.57
H: -2.95 4.21 -3.59
H: -2.16 4.49 -0.06
H: -2.42 5.39 -1.57
H: -0.05 3.40 0.31
H: 1.14 3.34 -0.99
H: -1.04 1.12 -3.63
H: 0.52 1.92 -3.44
H: -2.61 2.14 0.00
H: -3.01 1.29 -1.49
C: 2.56 1.58 3.01
C: 1.20 1.62 3.70
C: 0.37 0.68 2.85
O: 0.93 0.77 1.52
C: 2.17 1.51 1.54
H: 3.12 0.69 3.30
H: 3.17 2.46 3.22
H: 0.79 2.63 3.67
H: 1.24 1.30 4.74
H: -0.68 0.97 2.79
H: 0.46 -0.36 3.18
H: 1.98 2.50 1.13
H: 2.88 0.98 0.91

The LUMO energy (spin up / spin down) is 0.0 / -0.1 eV. The value obtained for the HOMO energy (spin up / spin down) is -6.675 / -7.184 eV. Its energy relative to the best compared isomer or geometry (same formula, charge and spin) is 197.73 kJ/mol. Its spin multiplicity is 3.

A molecular structure, C21H25CdF3N6O8PS4, computed with the ωB97M-V functional and the def2-TZVPD basis.

CARTESIAN COORDINATES (ANGSTROEM)
Cd: 0.45 0.80 0.07
N: -4.28 -3.86 -3.31
C: -2.94 -3.50 -3.06
C: -2.63 -2.56 -2.09
C: -1.32 -2.24 -1.81
C: -0.29 -2.85 -2.51
C: -0.58 -3.79 -3.48
C: -1.90 -4.12 -3.76
S: 1.40 -2.50 -2.09
O: 1.60 -3.19 -0.83
O: 2.22 -2.95 -3.19
N: 1.50 -0.94 -1.80
C: 1.19 -0.07 -2.80
N: 0.67 -0.50 -3.97
C: 0.26 0.40 -4.84
C: 0.37 1.76 -4.62
C: 0.91 2.11 -3.41
N: 1.33 1.25 -2.49
H: -4.93 -3.13 -3.06
H: -4.44 -4.19 -4.25
H: -3.43 -2.05 -1.56
H: -1.09 -1.47 -1.08
H: 0.24 -4.24 -4.04
H: -2.14 -4.86 -4.52
H: -0.19 0.01 -5.75
H: -0.01 2.50 -5.31
H: 1.04 3.16 -3.14
C: 0.64 5.09 5.60
C: 0.77 3.58 5.61
O: -0.20 3.03 4.73
P: 0.29 1.89 3.66
S: 1.61 2.78 2.45
S: 0.74 0.24 4.60
O: -1.11 1.67 2.90
C: -1.76 2.76 2.22
C: -3.06 2.22 1.65
H: 1.38 5.54 6.26
H: -0.36 5.40 5.92
H: 0.81 5.46 4.58
H: 0.59 3.18 6.61
H: 1.78 3.29 5.31
H: -1.10 3.13 1.44
H: -1.94 3.56 2.93
H: -2.87 1.33 1.05
H: -3.53 2.97 1.01
H: -3.74 1.95 2.45
N: 2.19 -4.70 1.61
C: 3.10 -4.08 2.42
O: 3.73 -4.66 3.28
C: 3.25 -2.62 2.14
C: 4.50 -2.03 2.24
C: 4.63 -0.69 1.91
C: 3.51 0.01 1.50
N: 2.30 -0.55 1.44
C: 2.18 -1.83 1.75
H: 2.16 -5.70 1.67
H: 1.98 -4.27 0.72
H: 5.34 -2.63 2.56
H: 5.59 -0.19 1.97
H: 3.56 1.06 1.25
H: 1.18 -2.24 1.72
F: -3.42 3.72 -1.50
C: -2.42 2.98 -2.02
F: -2.15 3.49 -3.23
F: -1.34 3.19 -1.25
S: -2.89 1.16 -2.12
O: -4.22 1.14 -1.54
O: -2.81 0.89 -3.53
O: -1.88 0.48 -1.30

The LUMO energy (spin up / spin down) is 4.5 / 4.2 eV. The net charge is -2. The value obtained for the HOMO energy (spin up / spin down) is -1.413 / -2.783 eV. Its energy relative to the best compared isomer or geometry (same formula, charge and spin) is 73.31 kJ/mol. Its spin multiplicity is 2.

2 unconnected molecules or ions with the total composition CH8N2, computed with the ωB97M-V functional and the def2-TZVPD basis.

CARTESIAN COORDINATES (ANGSTROEM)
C: 2.67 0.25 1.33
N: 1.85 1.09 0.44
H: 2.87 -0.66 0.76
H: 2.11 -0.06 2.21
H: 3.63 0.70 1.54
H: 0.88 0.84 0.51
H: 1.85 2.07 0.76
N: -3.96 -1.24 -2.07
H: -3.15 -1.30 -1.48
H: -4.80 -1.38 -1.55
H: -3.95 -0.31 -2.45

The LUMO energy is 1.0 eV. The SMILES is CN.N. The value obtained for the HOMO energy is -9.380 eV. Its energy relative to the best compared isomer or geometry (same formula, charge and spin) is 13.31 kJ/mol.

A molecular structure, C14H26AlAsN3O2SSi2, computed with the ωB97M-V functional and the def2-TZVPD basis.

CARTESIAN COORDINATES (ANGSTROEM)
Al: -0.52 0.94 1.37
N: -0.29 0.78 3.51
N: -1.00 1.88 4.04
C: -1.36 2.88 3.13
O: -1.82 3.93 3.46
O: -1.15 2.42 1.92
H: -0.54 -0.06 4.02
H: 0.72 0.91 3.59
H: -0.84 2.18 4.99
C: 1.19 -2.76 1.24
Si: 2.14 -1.60 0.09
C: 3.99 -1.75 0.40
C: 1.83 -2.10 -1.71
As: 1.73 0.67 0.74
Si: 1.48 1.90 -1.31
C: 3.12 1.79 -2.25
C: 1.14 3.66 -0.75
C: 0.06 1.31 -2.41
H: 1.67 -3.74 1.28
H: 0.16 -2.91 0.92
H: 1.18 -2.37 2.26
H: 4.32 -2.78 0.33
H: 4.25 -1.37 1.39
H: 4.56 -1.17 -0.33
H: 2.44 -2.98 -1.94
H: 2.12 -1.32 -2.41
H: 0.79 -2.37 -1.91
H: 3.96 2.01 -1.60
H: 3.13 2.50 -3.07
H: 3.27 0.79 -2.67
H: 1.91 4.00 -0.05
H: 0.18 3.72 -0.22
H: 1.11 4.36 -1.58
H: 0.17 0.27 -2.70
H: 0.01 1.90 -3.34
H: -0.90 1.43 -1.91
S: -4.84 -0.25 1.22
C: -3.38 0.41 1.76
N: -2.31 0.08 1.08
C: -2.62 -0.77 0.03
C: -1.72 -1.31 -0.89
C: -2.22 -2.12 -1.89
C: -3.59 -2.40 -1.99
C: -4.48 -1.88 -1.07
C: -3.98 -1.06 -0.07
H: -3.34 1.08 2.61
H: -0.66 -1.08 -0.80
H: -1.54 -2.55 -2.62
H: -3.95 -3.02 -2.79
H: -5.54 -2.10 -1.13

The LUMO energy is -3.5 eV. The net charge is +1. The value obtained for the HOMO energy is -11.659 eV. Its energy relative to the best compared isomer or geometry (same formula, charge and spin) is 32.87 kJ/mol.

no.,E_tot (Ha),maximum force (hartree/bohr)
1,-4954.46327,0.1395
2,-4948.59238,0.0167
3,-1983.20424,0.0312
4,-2041.55245,0.3072
5,-3805.24390,0.0055
6,-4147.39661,0.0121
7,-152.38462,0.0319
8,-4319.20746,0.0412